[1]
{"formula": "C6H12O", "method": "wB97M-V/def2-TZVPD", "homo_ev": -8.67, "total_charge": 0, "smiles": "C=C(O)CCCC", "gap_ev": 9.57, "species": ["C", "C", "O", "C", "C", "C", "C", "H", "H", "H", "H", "H", "H", "H", "H", "H", "H", "H", "H"], "positions_angstrom": [[-1.8811, 1.2266, -0.4969], [-1.3309, 0.0124, -0.4362], [-1.7169, -0.9415, 0.4563], [-0.1796, -0.4646, -1.2835], [0.9655, -1.1354, -0.5071], [1.6977, -0.1779, 0.4432], [0.7810, 0.5742, 1.4115], [-2.6460, 1.5429, 0.2097], [-1.5229, 1.9589, -1.2096], [-2.4380, -0.5840, 0.9918], [-0.5853, -1.1757, -2.0110], [0.2156, 0.3909, -1.8428], [0.5783, -1.9999, 0.0450], [1.6833, -1.5337, -1.2401], [2.2594, 0.5477, -0.1597], [2.4468, -0.7445, 1.0105], [0.0013, 1.1105, 0.8718], [1.3206, 1.3319, 1.9837], [0.2912, -0.1225, 2.1029]], "forces_ev_per_a": [[-0.1, -0.2, -0.1], [-0.1, 0.2, -0.3], [-0.2, 0.1, 0.1], [-0.1, 0.0, -0.1], [0.0, 0.0, 0.1], [0.1, 0.0, 0.0], [0.1, 0.0, 0.1], [0.0, -0.1, -0.2], [0.0, -0.1, 0.1], [0.1, -0.1, -0.1], [0.1, 0.0, 0.0], [-0.1, -0.1, 0.0], [0.0, 0.2, 0.0], [-0.2, 0.1, 0.2], [-0.1, 0.0, 0.0], [-0.1, 0.1, -0.1], [0.3, -0.1, 0.3], [0.2, -0.2, 0.1], [0.1, 0.2, -0.1]], "mulliken_charge": [-0.891, 0.384, -0.447, -0.613, -0.606, -0.406, -0.965, 0.265, 0.301, 0.318, 0.282, 0.241, 0.327, 0.329, 0.280, 0.302, 0.270, 0.385, 0.244]}

***

[2]
{"formula": "C17H45N4O7Ti3", "method": "wB97M-V/def2-TZVPD", "homo_ev": [-12.00, -12.42], "total_charge": 2, "multiplicity": 10, "gap_ev": [5.52, 5.70], "species": ["Ti", "Ti", "Ti", "O", "C", "O", "O", "H", "C", "C", "C", "O", "C", "N", "H", "H", "H", "H", "H", "H", "H", "H", "H", "H", "H", "C", "C", "C", "O", "C", "N", "H", "H", "H", "H", "H", "H", "H", "H", "H", "H", "H", "C", "C", "C", "O", "C", "N", "H", "H", "H", "H", "H", "H", "H", "H", "H", "H", "H", "C", "C", "C", "O", "C", "N", "H", "H", "H", "H", "H", "H", "H", "H", "H", "H", "H"], "positions_angstrom": [[21.7953, -21.5965, 14.3615], [22.2554, -24.4037, 17.1629], [18.8386, -22.7979, 16.4113], [20.0071, -25.4952, 13.3997], [19.9234, -24.6388, 14.3959], [20.3648, -24.9751, 15.5082], [19.5829, -23.4648, 14.2852], [20.4859, -26.0124, 14.0515], [23.2529, -26.1409, 13.3884], [23.2973, -27.0174, 14.6987], [24.3663, -28.2216, 14.6575], [24.3003, -29.0729, 15.7307], [23.2151, -29.8927, 16.0301], [23.4547, -26.1267, 15.8677], [22.7783, -25.2269, 13.7453], [22.6296, -26.6786, 12.6739], [24.3199, -26.0929, 13.1712], [22.3350, -27.5287, 14.7261], [25.3634, -27.7836, 14.6126], [24.3337, -28.7321, 13.6950], [22.3304, -29.2974, 16.2561], [23.4252, -30.4044, 16.9693], [23.1199, -30.6478, 15.2499], [23.8844, -26.7297, 16.5546], [24.2446, -25.6097, 15.5088], [17.8095, -27.3652, 10.7581], [19.1833, -27.9046, 10.4283], [20.0907, -27.1614, 9.3649], [21.3431, -27.7413, 9.1349], [21.4698, -28.9464, 8.3849], [19.8569, -27.8187, 11.6570], [17.3939, -27.3708, 11.7657], [17.0958, -27.7066, 10.0083], [17.6679, -26.3010, 10.5699], [19.2354, -28.9602, 10.1617], [20.3570, -26.1977, 9.7990], [19.6037, -27.1259, 8.3904], [20.6699, -29.6109, 8.7115], [22.4045, -29.3617, 8.7617], [21.4635, -28.8042, 7.3043], [20.8436, -27.9689, 11.5024], [19.6125, -26.9672, 12.1421], [14.4979, -21.9413, 14.7958], [15.6895, -22.3471, 15.7390], [16.0159, -23.8845, 15.7510], [17.1357, -24.1321, 16.6629], [17.2520, -25.5184, 16.8239], [16.9670, -21.7355, 15.3993], [14.5395, -22.3596, 13.7901], [14.4296, -20.8589, 14.9046], [13.6925, -22.4623, 15.3135], [15.5239, -22.1847, 16.8040], [16.2000, -24.2257, 14.7323], [15.0266, -24.2530, 16.0221], [17.5727, -26.0355, 15.9195], [16.3623, -25.8743, 17.3433], [18.0752, -25.7691, 17.4929], [16.7063, -20.7605, 15.4383], [17.1319, -22.0659, 14.4592], [16.0258, -23.0443, 10.5935], [17.3024, -23.5189, 11.3299], [18.5829, -23.4532, 10.5065], [18.9452, -22.1913, 9.9941], [19.9895, -22.3584, 8.9719], [17.5534, -22.6025, 12.4423], [16.0390, -21.9559, 10.5367], [15.2233, -23.5296, 11.1489], [16.0269, -23.4506, 9.5821], [17.1819, -24.5087, 11.7702], [18.3761, -24.1051, 9.6578], [19.4123, -23.8770, 11.0726], [19.4651, -22.7419, 8.0967], [20.7098, -23.1506, 9.1759], [20.5338, -21.4681, 8.6568], [17.9842, -21.7769, 12.0514], [18.3149, -23.1037, 12.8771]], "forces_ev_per_a": [[-0.5, -0.4, 0.4], [-0.5, -0.3, -1.2], [0.1, -0.4, -1.6], [-0.2, 0.8, 0.7], [0.7, 2.1, 0.9], [0.7, -1.9, 2.5], [-1.9, 3.2, -1.1], [1.0, -3.1, -0.9], [0.4, -1.8, 2.4], [-1.1, -1.7, -1.5], [-0.9, 1.7, -0.9], [1.6, 0.7, 1.4], [-0.3, -0.2, 0.0], [0.4, -0.1, -0.1], [0.2, 0.4, -0.7], [0.4, 0.4, -0.4], [-0.2, 0.8, -1.0], [-0.2, 0.1, 0.5], [0.2, 0.1, 0.5], [-0.7, -0.2, -0.3], [-0.5, -0.1, -0.5], [0.4, 0.0, -0.1], [-0.6, 0.0, -0.1], [0.2, -0.3, 0.7], [0.5, 0.8, 0.5], [-1.5, 1.1, -2.3], [1.0, 0.2, -0.3], [-1.3, -0.5, -0.5], [0.9, 0.0, 0.7], [-0.5, 0.1, 1.3], [1.2, -0.5, 2.2], [0.5, -1.3, 0.1], [-0.4, -0.6, 0.4], [0.9, 0.6, -0.3], [-0.8, -0.1, -0.3], [-0.4, 0.4, -0.3], [-0.5, 0.6, -0.1], [0.0, -0.4, -0.4], [0.0, -0.2, -0.5], [0.0, 0.1, 0.0], [0.3, 0.3, 0.4], [0.6, -0.2, -0.3], [1.1, -1.2, 2.3], [0.9, -2.5, -0.2], [-1.6, 2.3, -0.6], [-0.9, 1.0, -1.2], [1.0, -1.6, 1.3], [0.4, 0.2, 1.2], [0.4, 0.5, 0.0], [-0.5, -0.1, -0.5], [-0.7, 0.6, -0.3], [-0.6, 0.7, -0.1], [0.6, -0.2, 0.0], [0.5, -1.2, 0.8], [-0.8, 0.0, -0.4], [-0.1, -0.4, -0.6], [0.1, 0.5, 0.3], [1.0, 0.6, -0.6], [0.2, 0.6, -1.3], [1.2, -1.3, 0.1], [0.0, 2.2, -0.6], [-0.5, -1.5, -1.5], [1.2, 0.5, 0.0], [-1.3, -0.8, -0.4], [-0.3, -0.5, 1.3], [-0.4, -0.2, 0.2], [-0.5, 0.8, -0.2], [-0.2, 0.1, -0.1], [0.0, -0.2, -0.4], [0.4, -0.4, -0.3], [0.2, -0.2, 0.2], [0.0, 0.1, -0.3], [0.1, 0.1, 0.7], [-0.5, 0.3, 0.7], [0.0, 0.4, -0.2], [0.3, 0.6, 0.6]], "lowdin_spin": [3.266, 3.003, 2.282, 0.011, 0.043, 0.126, 0.132, 0.001, 0.006, 0.004, 0.000, 0.000, 0.000, 0.026, 0.010, 0.000, 0.000, 0.000, 0.000, 0.000, 0.000, 0.000, 0.000, 0.003, 0.009, 0.000, 0.000, 0.000, 0.000, 0.000, 0.000, 0.000, 0.000, 0.000, 0.000, 0.000, 0.000, 0.000, 0.000, 0.000, 0.000, 0.000, 0.000, 0.003, 0.004, 0.034, 0.008, 0.013, 0.000, 0.000, 0.000, 0.000, 0.000, 0.000, 0.001, 0.000, 0.004, 0.001, 0.003, 0.000, 0.000, 0.000, 0.001, 0.000, 0.001, 0.000, 0.000, 0.000, 0.000, 0.000, 0.001, 0.000, 0.000, 0.000, 0.000, 0.000]}

***

[3]
{"formula": "C29H36BaCl2N5O3", "method": "wB97M-V/def2-TZVPD", "homo_ev": -3.01, "total_charge": -1, "gap_ev": 5.42, "species": ["Ba", "C", "N", "C", "C", "C", "N", "C", "C", "C", "C", "C", "C", "C", "O", "C", "C", "C", "N", "C", "C", "C", "C", "C", "C", "C", "O", "H", "H", "H", "H", "H", "H", "H", "H", "H", "H", "H", "H", "H", "H", "H", "H", "H", "H", "H", "H", "H", "H", "H", "H", "H", "C", "C", "O", "H", "H", "H", "Cl", "C", "Cl", "H", "H", "N", "C", "C", "C", "C", "C", "N", "H", "H", "H", "H", "H", "H"], "positions_angstrom": [[0.7637, -0.2155, -0.8709], [-2.4756, 2.3693, -0.0012], [-1.9593, 2.0390, 1.3204], [-1.5739, 3.2603, 2.0172], [-0.1666, 3.7350, 1.6539], [0.9475, 2.9286, 2.3375], [1.6344, 2.0270, 1.4384], [2.8923, 1.9171, 1.5828], [3.7737, 0.9722, 0.9168], [4.9022, 0.5517, 1.6268], [5.7134, -0.4725, 1.1844], [5.3976, -1.0981, -0.0233], [4.3342, -0.6593, -0.7758], [3.4997, 0.4098, -0.3632], [2.5609, 0.8428, -1.1260], [-2.9379, 1.2475, 2.0542], [-2.4005, 0.5778, 3.3163], [-1.2713, -0.4099, 3.0367], [-1.7552, -1.6091, 2.3885], [-1.2430, -1.8985, 1.2656], [-1.5247, -3.0737, 0.4572], [-2.4538, -4.0358, 0.8554], [-2.7207, -5.1431, 0.0778], [-2.0338, -5.3012, -1.1283], [-1.0990, -4.3750, -1.5358], [-0.8086, -3.2237, -0.7659], [0.0830, -2.3509, -1.1471], [-3.3800, 3.0008, 0.0620], [-2.7242, 1.4623, -0.5457], [-1.7274, 2.9119, -0.5776], [-1.6131, 3.0911, 3.0957], [-2.2923, 4.0691, 1.7963], [-0.0722, 4.7847, 1.9426], [-0.0235, 3.6787, 0.5736], [0.5014, 2.3224, 3.1371], [1.6609, 3.6135, 2.8209], [3.3982, 2.5254, 2.3538], [5.1138, 1.0259, 2.5810], [6.5683, -0.7953, 1.7645], [5.9945, -1.9333, -0.3718], [4.0917, -1.1245, -1.7259], [-3.2830, 0.4618, 1.3776], [-3.8171, 1.8597, 2.3299], [-3.2295, 0.0425, 3.7853], [-2.0433, 1.3278, 4.0274], [-0.8169, -0.7096, 3.9871], [-0.5021, 0.0958, 2.4318], [-0.4933, -1.2297, 0.8294], [-2.9596, -3.8771, 1.8009], [-3.4566, -5.8731, 0.3903], [-2.2441, -6.1658, -1.7481], [-0.5656, -4.4995, -2.4716], [-2.5275, -0.5087, -2.1807], [-1.4239, 0.5524, -2.3395], [-1.7141, 1.5289, -3.0519], [-3.4614, -0.2202, -2.6855], [-2.7114, -0.6838, -1.1132], [-2.1515, -1.4511, -2.5900], [1.3712, 3.2902, -2.1288], [0.0188, 4.0293, -3.0042], [-0.6689, 5.4040, -2.1119], [-0.7457, 3.2607, -3.1145], [0.3788, 4.4036, -3.9546], [2.2699, -3.4749, 0.2837], [2.4769, -2.9413, 1.5197], [3.1463, -3.6699, 2.5236], [3.3864, -3.0671, 3.7348], [2.9534, -1.7606, 3.9482], [2.2906, -1.1306, 2.9134], [2.0523, -1.6900, 1.7294], [2.3299, -4.4742, 0.2025], [1.5559, -3.0218, -0.2917], [3.4621, -4.6876, 2.3305], [3.9051, -3.6126, 4.5140], [3.1291, -1.2537, 4.8867], [1.9114, -0.1223, 3.0364]], "forces_ev_per_a": [[-3.1, 1.0, 1.0], [0.0, 0.0, 0.1], [0.0, 0.0, 0.1], [0.1, 0.1, -0.1], [0.0, -0.1, 0.1], [-0.1, 0.2, 0.1], [0.2, -0.5, -0.2], [-0.1, 0.4, 0.3], [0.2, -0.3, -0.3], [-0.2, 0.1, 0.1], [0.1, -0.1, -0.1], [0.0, 0.0, 0.2], [-0.2, 0.0, -0.2], [1.5, 0.2, 0.3], [3.9, 2.1, -0.8], [0.0, 0.0, 0.1], [0.1, 0.0, -0.2], [0.1, 0.2, 0.0], [-0.2, -0.2, -0.1], [0.2, 0.3, 0.2], [0.0, -0.3, -0.3], [0.0, 0.1, 0.1], [0.0, -0.1, 0.0], [-0.1, 0.0, 0.1], [0.1, 0.1, -0.1], [-0.4, -0.5, 0.2], [-0.6, -2.6, -0.3], [0.0, 0.0, 0.0], [0.0, 0.1, 0.1], [0.0, 0.0, 0.0], [0.0, 0.0, 0.0], [-0.1, -0.1, 0.0], [0.0, 0.0, -0.1], [0.0, 0.1, 0.0], [0.0, 0.0, 0.0], [0.0, -0.1, 0.0], [0.0, 0.0, 0.0], [0.0, 0.0, 0.0], [0.0, 0.0, 0.0], [0.0, 0.0, 0.0], [0.1, 0.0, 0.0], [-0.1, 0.0, 0.0], [0.0, 0.0, -0.1], [0.0, 0.0, 0.1], [0.0, 0.0, 0.0], [0.0, 0.0, 0.0], [0.0, 0.0, 0.1], [-0.4, -0.3, 0.6], [0.0, 0.0, 0.0], [0.0, 0.0, 0.0], [0.0, 0.0, 0.0], [0.0, 0.0, 0.0], [-0.2, 0.2, -0.2], [-0.1, 0.4, -0.5], [-0.3, -0.2, -0.1], [0.0, 0.0, 0.1], [0.0, -0.1, 0.0], [0.0, 0.0, 0.0], [-0.2, 0.1, -0.1], [0.1, -0.1, 0.0], [-0.1, 0.2, 0.1], [0.0, -0.1, 0.0], [0.0, 0.0, 0.0], [0.0, 0.1, 0.0], [0.1, 0.0, 0.2], [0.0, 0.0, 0.0], [0.0, 0.0, -0.1], [0.0, 0.0, 0.0], [0.0, -0.1, 0.2], [-0.1, -0.1, -0.2], [0.0, 0.0, 0.0], [0.0, -0.2, 0.0], [0.0, 0.0, 0.0], [0.0, 0.0, 0.0], [0.0, 0.0, 0.0], [0.0, 0.0, 0.0]], "mulliken_charge": [2.203, -0.845, 1.082, -1.120, -0.368, -0.808, 0.467, -1.124, 1.222, -0.595, -0.682, -0.501, -0.201, -0.144, -0.792, -1.073, -1.259, 0.453, -0.700, 0.706, -0.737, -0.376, -0.584, -0.388, -0.609, 0.236, -1.127, 0.327, -0.034, 0.136, 0.359, 0.355, 0.413, -0.237, 0.256, 0.627, 0.100, 0.315, 0.384, 0.380, 0.478, 0.555, 0.313, 0.505, 0.352, 0.474, -0.492, 0.097, 0.469, 0.386, 0.388, 0.410, -0.822, 0.015, -0.642, 0.331, -0.083, 0.338, -0.096, 0.097, -0.219, -0.119, 0.381, -0.201, 0.352, -0.905, -0.428, -1.200, -0.039, 0.656, 0.268, 0.201, 0.408, 0.376, 0.473, 0.208]}

***

Electronic energy list, top to bottom, in eV: -8463.462, -107972.127, -69990.428
Strongest force on any atom list, top to bottom, in hartree/bohr: 0.0085, 0.0760, 0.0878